Record 1
Density functional theory data (ωB97M-V with the def2-TZVPD basis set) for C23H14CrI2N4O7S5 as an isolated structure.

Spin multiplicity: 4
Charge: -1

Each line ends with the natural charge from an NBO analysis.
Geometry (Å):
Cr1 0.496306 0.810954 -0.925913  1.085
I1 3.679811 -2.757751 4.929166  0.101
C1 2.796946 -1.455400 3.523524  -0.175
C2 1.983207 -0.408118 3.950814  -0.248
C3 1.381270 0.418144 3.023350  -0.236
I2 -0.245841 1.584985 3.534468  0.169
C4 1.721722 0.389409 1.645746  0.402
O1 1.364435 1.277671 0.754994  -0.774
C5 2.519634 -0.682947 1.251172  -0.144
C6 3.065127 -0.609856 -0.121237  -0.225
N1 2.042708 -0.602930 -1.238580  -0.606
C7 2.679941 -0.352722 -2.527122  -0.268
C8 2.754893 1.099907 -2.852385  0.231
C9 3.686878 1.641500 -3.697725  -0.246
C10 3.560162 3.004465 -4.026033  -0.139
C11 2.594871 3.743579 -3.472592  -0.260
C12 1.782637 3.157306 -2.475111  0.110
N2 1.872726 1.877431 -2.162812  -0.453
C13 3.030168 -1.617016 2.202547  -0.203
H1 1.747653 -0.300588 4.998722  0.230
H2 3.668536 -1.469641 -0.334214  0.193
H3 3.650516 0.327761 -0.221766  0.210
H4 1.698642 -1.586367 -1.227906  0.422
H5 1.987619 -0.857227 -3.238696  0.248
H6 3.628399 -0.860757 -2.539174  0.202
H7 4.449816 0.999642 -4.055242  0.219
H8 4.418723 3.373850 -4.700846  0.222
H9 2.495035 4.739724 -3.738155  0.226
H10 0.953045 3.615423 -2.010812  0.240
H11 3.631442 -2.462522 1.896520  0.216
S1 -4.772446 4.269315 -4.826148  -0.196
C14 -3.588475 3.373564 -3.962904  -0.530
S2 -3.021660 3.858622 -2.435738  0.469
C15 -1.851462 2.547292 -2.075959  -0.418
C16 -1.825442 1.638104 -3.036296  -0.398
S3 -0.731217 0.342906 -2.966936  -0.217
S4 -2.872866 1.834321 -4.483595  0.425
S5 -1.050789 2.585029 -0.588643  -0.140
O2 0.099309 -2.749171 0.336085  -0.654
C17 -0.590843 -1.774425 0.501329  0.803
O3 -0.589136 -0.599913 -0.086244  -0.761
C18 -1.869246 -1.905051 1.380178  -0.128
C19 -2.609901 -0.738050 1.787164  -0.062
C20 -3.719680 -0.928868 2.612035  0.006
C21 -4.171647 -2.155424 3.001575  -0.174
C22 -3.451554 -3.284956 2.546763  0.018
C23 -2.339925 -3.172325 1.708661  -0.143
N3 -4.067774 -4.608246 2.768643  0.523
O4 -4.970866 -4.668961 3.626924  -0.400
O5 -3.741747 -5.533139 2.048875  -0.361
N4 -4.499333 0.285673 3.069934  0.536
O6 -5.150933 0.197410 4.131989  -0.413
O7 -4.457212 1.230856 2.361410  -0.324
H12 -2.347066 0.251808 1.485317  0.261
H13 -5.023874 -2.261378 3.601470  0.267
H14 -1.881267 -4.072923 1.349392  0.263

Forces on atoms 1 to 6 (eV/Å):
-0.569 -0.554 -0.037
-0.188 0.218 -0.209
-0.151 0.388 1.117
-0.430 -0.190 0.130
-0.072 0.101 -0.438
-0.056 0.478 0.263

***

Record 2
Density functional theory data (ωB97M-V with the def2-TZVPD basis set) for a 5-piece molecular cluster, C27H58BBrCl2N2O10P overall.

Spin multiplicity: 1
Charge: +1

Each line ends with the Mulliken charge.
Geometry (Å):
C1 1.321187 1.000059 6.140768  -1.282
C2 2.129937 1.960887 5.235165  -0.803
C3 1.323322 3.189875 4.830835  -1.066
Br1 2.578110 4.612316 4.399995  -0.060
C4 0.347793 2.967309 3.679297  0.801
C5 0.555178 1.870948 2.885207  -0.553
C6 -0.267392 1.604777 1.825046  -1.468
B1 -0.075857 0.382412 0.826855  0.762
O1 -1.125740 -0.037450 0.047376  -0.207
O2 1.152542 -0.210321 0.708169  -0.399
C7 -1.291535 2.440532 1.607534  -0.470
N1 -1.522663 3.500089 2.375084  0.852
P1 -2.951639 4.442820 1.810684  0.228
N2 -2.531394 5.248118 0.544507  -0.629
C8 -0.724619 3.800014 3.433318  0.332
C9 -1.050415 4.993247 4.306931  -0.611
Cl1 -2.571305 4.645961 5.207735  -0.064
C10 -1.079121 6.380932 3.555391  0.510
C11 -2.209811 7.312273 4.003081  -1.471
Cl2 0.424826 7.310071 3.854593  -0.136
H1 0.308227 1.360377 6.310754  0.364
H2 1.782102 0.978294 7.124416  0.374
H3 1.333779 -0.024004 5.779322  0.288
H4 2.944667 2.331063 5.848309  0.523
H5 2.606893 1.447237 4.407447  0.615
H6 0.733809 3.462822 5.701513  0.716
H7 1.359008 1.176107 3.056686  0.522
H8 -1.804335 -0.430503 0.618921  0.204
H9 1.093899 -1.124274 1.016979  0.262
H10 -1.942640 2.265338 0.760880  0.568
H11 -3.916337 3.487329 1.454109  0.125
H12 -3.398165 5.298794 2.816439  0.031
H13 -2.659434 6.239092 0.729399  0.283
H14 -0.309278 5.091430 5.083429  0.575
H15 -1.102008 6.242610 2.482029  0.126
H16 -3.157191 7.098330 3.512049  0.383
H17 -1.916632 8.304386 3.671724  0.469
H18 -2.293148 7.363699 5.082383  0.380
C12 -1.637550 -1.597737 -5.382184  -0.833
O3 -1.883486 -2.226067 -4.134385  -0.260
C13 -0.994243 -3.301274 -3.869592  -0.728
C14 0.108781 -2.888096 -2.919642  0.253
O4 0.971500 -1.924187 -3.510476  -0.440
C15 0.706954 -0.600003 -3.085222  -0.445
H19 -2.183302 -0.655094 -5.394736  0.255
H20 -0.575668 -1.390803 -5.530731  0.314
H21 -2.004028 -2.224829 -6.201390  0.322
H22 -0.573152 -3.695003 -4.798984  0.344
H23 -1.581031 -4.098315 -3.401325  0.362
H24 0.720210 -3.765273 -2.689617  0.014
H25 -0.310137 -2.510221 -1.980514  0.143
H26 1.080707 -0.446657 -2.066521  0.236
H27 -0.360527 -0.367334 -3.119534  0.277
H28 1.235964 0.076286 -3.756432  0.178
C16 3.712344 2.165231 -4.060830  -0.632
O5 4.422304 2.095317 -2.835116  -0.386
C17 4.646990 3.364784 -2.243043  -0.585
C18 3.670465 3.635235 -1.119446  -0.331
O6 2.336467 3.761596 -1.598465  -0.470
C19 1.569950 2.594023 -1.410354  -0.739
H29 3.379834 1.158647 -4.310603  0.160
H30 2.838429 2.817165 -3.989265  0.312
H31 4.368850 2.524281 -4.859507  0.349
H32 4.597235 4.158400 -2.994099  0.323
H33 5.660247 3.354406 -1.830319  0.384
H34 3.931721 4.586444 -0.645870  0.444
H35 3.735525 2.849543 -0.359723  0.181
H36 1.286570 2.499346 -0.351045  0.158
H37 2.106339 1.695171 -1.723832  0.446
H38 0.662728 2.687352 -2.008062  0.317
C20 3.808713 -7.494307 0.622089  -0.687
O7 4.314959 -7.391506 -0.696525  -0.373
C21 3.354334 -7.710912 -1.691478  -0.621
C22 2.767228 -6.466965 -2.322046  -0.441
O8 1.993444 -5.718293 -1.391073  -0.372
C23 2.687071 -4.599729 -0.869612  -0.845
H39 4.517575 -7.007060 1.290143  0.246
H40 2.836476 -7.005955 0.724240  0.279
H41 3.719413 -8.545955 0.913853  0.330
H42 2.562151 -8.341262 -1.276556  0.329
H43 3.870660 -8.284965 -2.466487  0.390
H44 2.093643 -6.767374 -3.130332  0.387
H45 3.557241 -5.846211 -2.754244  0.352
H46 2.734315 -3.804047 -1.622192  0.400
H47 3.698885 -4.856920 -0.549407  0.428
H48 2.130394 -4.233410 -0.006211  0.171
C24 -4.894400 -2.502772 -2.783209  -0.662
O9 -5.808838 -3.004214 -1.817570  -0.405
C25 -5.206189 -3.795656 -0.809036  -0.489
C26 -4.999671 -3.009339 0.465884  -0.527
O10 -4.033390 -1.978193 0.282044  -0.288
C27 -4.589746 -0.696106 0.083400  -0.775
H49 -5.409697 -1.734559 -3.357910  0.315
H50 -4.007445 -2.060530 -2.326109  0.234
H51 -4.589093 -3.302049 -3.464419  0.324
H52 -4.256838 -4.216266 -1.155226  0.231
H53 -5.887930 -4.626290 -0.603431  0.420
H54 -4.608886 -3.677885 1.238305  0.377
H55 -5.948028 -2.598550 0.823204  0.364
H56 -4.959009 -0.289423 1.034402  0.305
H57 -5.399468 -0.694506 -0.648239  0.401
H58 -3.789482 -0.054119 -0.289747  0.204

Forces on atoms 1 to 6 (eV/Å):
0.347 0.183 -0.054
-0.077 -0.112 0.941
-0.218 -0.471 -0.161
-0.173 0.035 -0.119
1.098 0.374 1.178
0.250 -0.555 -0.381

***

Record 3
Density functional theory data (ωB97M-V with the def2-TZVPD basis set) for C23H16AsO5Tm as an isolated structure.

Spin multiplicity: 3
Charge: +2

Each line ends with the natural charge from an NBO analysis.
Geometry (Å):
O1 -2.804344 -4.327160 3.450026  -0.365
C1 -2.598149 -3.549722 2.627768  0.509
Tm1 -1.849961 -1.826904 0.971522  1.174
O2 1.019282 -2.224182 3.206423  -0.327
C2 0.072364 -2.135500 2.556044  0.521
C3 -3.918075 -2.541879 0.702425  0.042
O3 -3.678930 -1.671187 -0.158392  -0.563
C4 -2.780053 -0.576610 2.837735  0.522
O4 -3.301452 0.038176 3.662246  -0.306
C5 -1.105276 -3.899310 -0.056907  0.521
O5 -0.805209 -4.857566 -0.621952  -0.299
H1 -4.810029 -3.143706 0.923820  0.203
C6 4.451602 0.761283 1.279538  -0.174
C7 3.408172 0.945066 2.190738  -0.195
C8 2.089104 0.727970 1.789557  -0.257
C9 1.828645 0.375771 0.456141  -0.232
C10 2.872131 0.209667 -0.464426  -0.259
C11 4.188664 0.388175 -0.038314  -0.175
As1 -0.034026 0.099019 -0.057869  0.758
C12 -0.733940 1.930856 0.123100  -0.335
C13 -2.084903 2.092343 0.487435  -0.239
C14 -2.526015 3.333623 0.948556  -0.197
C15 -1.642950 4.418445 0.999362  -0.165
C16 -0.317795 4.267898 0.578097  -0.196
C17 0.145928 3.021251 0.135118  -0.144
C18 0.195723 -0.561975 -1.897060  -0.231
C19 -0.318222 0.149639 -2.988951  -0.249
C20 -0.160479 -0.388622 -4.273886  -0.171
C21 0.474684 -1.624845 -4.454081  -0.176
C22 0.934278 -2.350470 -3.348956  -0.185
C23 0.782789 -1.825736 -2.063846  -0.300
H2 5.477483 0.896036 1.610316  0.243
H3 3.612164 1.245732 3.218979  0.240
H4 1.268768 0.828637 2.503577  0.206
H5 2.666562 -0.053227 -1.501061  0.234
H6 5.004415 0.234078 -0.742143  0.241
H7 -2.778961 1.247492 0.425671  0.191
H8 -3.559467 3.449782 1.276641  0.237
H9 -1.993504 5.379649 1.377481  0.246
H10 0.363312 5.119956 0.608961  0.245
H11 1.186610 2.899215 -0.173822  0.230
H12 -0.827688 1.103199 -2.828638  0.239
H13 -0.539830 0.155410 -5.141774  0.246
H14 0.589009 -2.041811 -5.456903  0.247
H15 1.409591 -3.324382 -3.482460  0.239
H16 1.127979 -2.393573 -1.195837  0.206

Forces on atoms 1 to 6 (eV/Å):
0.015 2.360 -2.795
0.913 -2.483 3.305
0.197 -0.496 0.466
-3.733 0.278 -2.462
4.521 -0.237 2.871
0.371 0.292 0.145

***

Record 4
Density functional theory data (ωB97M-V with the def2-TZVPD basis set) for C44H54F5FeN3O7Se2 as an isolated structure.

Spin multiplicity: 2
Charge: -1

Each line ends with the Mulliken charge.
Geometry (Å):
Fe1 -0.695035 0.959649 -1.151626  0.114
C1 6.497967 -0.499821 0.001959  -1.760
C2 5.735873 0.812507 0.235422  1.888
C3 6.504396 1.970235 -0.418403  -1.727
C4 5.672905 1.066791 1.740481  -2.053
C5 4.349128 0.719440 -0.389065  -0.550
C6 3.204811 0.896778 0.313433  -0.584
C7 1.947364 0.831938 -0.360892  -0.859
N1 0.722977 0.951811 0.159479  0.760
C8 0.292294 1.133871 1.421822  0.008
C9 1.000415 0.890650 2.625978  -0.587
C10 0.394396 1.103801 3.824948  -0.134
C11 -0.935585 1.629031 3.823039  -0.286
C12 -1.695211 1.861910 2.714055  -0.349
C13 -1.103952 1.504233 1.445871  1.484
O1 -1.744788 1.523988 0.348078  -0.705
C14 -3.112419 2.424998 2.889589  2.268
C15 -3.014261 3.742308 3.672160  -1.795
C16 -3.851726 2.728165 1.581242  -2.174
C17 -3.948684 1.412958 3.683393  -1.576
C18 1.116587 0.730334 5.122768  1.937
C19 2.494472 1.401857 5.170830  -1.587
C20 1.292810 -0.793998 5.165915  -1.625
C21 0.335050 1.158260 6.365859  -2.281
C22 1.892470 0.721567 -1.808327  1.506
O2 0.785639 0.933591 -2.376331  -0.715
C23 3.116336 0.424868 -2.535109  -0.146
C24 4.258107 0.444703 -1.800356  -0.221
C25 3.189835 0.112783 -4.037815  2.386
C26 1.832782 -0.028670 -4.737244  -2.028
C27 3.970254 1.236601 -4.730733  -1.680
C28 3.932099 -1.219250 -4.217340  -1.842
H1 7.488216 -0.443908 0.458736  0.474
H2 6.634086 -0.709937 -1.058137  0.334
H3 5.962631 -1.340628 0.445051  0.361
H4 7.502430 2.053885 0.016536  0.463
H5 5.980363 2.914268 -0.265935  0.362
H6 6.616942 1.821740 -1.492251  0.328
H7 6.685471 1.169185 2.133321  0.525
H8 5.192284 0.240449 2.267443  0.330
H9 5.133247 1.985145 1.974860  0.398
H10 3.235665 1.122846 1.365186  0.876
H11 1.986671 0.454141 2.589322  0.327
H12 -1.388795 1.838569 4.781857  0.388
H13 -2.388545 4.458261 3.138479  0.388
H14 -2.596267 3.602397 4.670068  0.288
H15 -4.009701 4.176319 3.783686  0.487
H16 -3.322818 3.459839 0.972421  0.429
H17 -4.833649 3.133043 1.838221  0.573
H18 -3.993881 1.843158 0.968947  0.228
H19 -3.535205 1.233070 4.677358  0.315
H20 -3.994868 0.457563 3.159566  0.206
H21 -4.968042 1.785765 3.802037  0.482
H22 3.126860 1.090215 4.339330  0.220
H23 3.009542 1.138533 6.097121  0.475
H24 2.397599 2.487468 5.128465  0.358
H25 1.897244 -1.144850 4.328495  0.275
H26 0.326096 -1.296158 5.107608  0.330
H27 1.785167 -1.096291 6.093187  0.472
H28 0.138964 2.231496 6.370105  0.406
H29 0.917278 0.921901 7.258450  0.458
H30 -0.618376 0.634903 6.444270  0.388
H31 5.188731 0.260891 -2.322683  0.349
H32 1.278031 0.902602 -4.755982  0.142
H33 1.190597 -0.774302 -4.272425  0.410
H34 2.019815 -0.336910 -5.768905  0.534
H35 3.450922 2.188344 -4.615970  0.301
H36 4.054768 1.023234 -5.797876  0.480
H37 4.977675 1.344097 -4.323970  0.303
H38 3.399648 -2.024205 -3.709934  0.381
H39 4.951508 -1.186873 -3.829711  0.316
H40 3.986151 -1.464503 -5.278985  0.490
C29 -5.433924 -6.427594 -1.458197  -1.148
C30 -5.437759 -4.926236 -1.204930  -0.742
N2 -4.153210 -4.421561 -0.746684  0.364
C31 -3.095600 -4.242233 -1.746385  -0.174
C32 -2.079899 -5.374972 -1.807068  -1.229
C33 -4.071033 -3.944549 0.517775  0.119
O3 -4.999633 -3.976628 1.314961  -0.719
C34 -2.749120 -3.362269 0.938614  -0.043
C35 -1.766677 -4.156187 1.508812  -0.226
C36 -0.568305 -3.569759 1.875374  -1.334
C37 -0.407054 -2.211275 1.648670  -0.118
N3 -1.354724 -1.429758 1.148529  0.385
C38 -2.507156 -1.997689 0.811484  -0.225
H41 -6.435503 -6.765665 -1.726713  0.408
H42 -5.121113 -6.963016 -0.561525  0.295
H43 -4.761220 -6.698601 -2.271735  0.251
H44 -6.168419 -4.678853 -0.435941  0.486
H45 -5.705471 -4.386544 -2.116976  0.372
H46 -2.602484 -3.291590 -1.573266  -0.252
H47 -3.595415 -4.141748 -2.710477  0.552
H48 -1.498240 -5.434269 -0.889353  0.210
H49 -1.383799 -5.185916 -2.624992  0.401
H50 -2.554209 -6.341721 -1.975662  0.317
H51 -1.941870 -5.214025 1.661710  0.532
H52 0.228195 -4.149448 2.321467  0.469
H53 0.539194 -1.731339 1.875423  0.331
H54 -3.261246 -1.348216 0.381081  0.485
F1 -3.663760 4.166404 -6.387874  -0.329
C39 -2.951047 4.005415 -5.267650  0.766
C40 -3.547590 4.180353 -4.032246  0.104
F2 -4.843744 4.507734 -3.963085  -0.328
C41 -2.794246 4.024278 -2.880474  0.425
F3 -3.429144 4.203720 -1.718569  -0.319
C42 -1.447752 3.696798 -2.917773  -0.366
Se1 -0.434353 3.472571 -1.322315  0.045
C43 -0.879539 3.529256 -4.171344  0.368
F4 0.416079 3.229916 -4.307764  -0.414
C44 -1.608397 3.677158 -5.338229  0.117
F5 -1.026875 3.525302 -6.533812  -0.340
O4 -3.521756 -1.251835 -2.379057  -0.653
Se2 -2.094093 -0.638833 -2.837354  1.422
O5 -2.048696 1.021658 -2.497806  -0.643
O6 -0.872168 -0.979659 -1.695941  -0.554
O7 -1.668950 -0.941247 -4.363144  -0.798

Forces on atoms 1 to 6 (eV/Å):
0.119 1.019 -0.797
-0.001 0.012 0.036
0.006 0.002 -0.011
-0.018 -0.012 0.002
0.004 -0.001 0.000
0.078 -0.032 -0.199

***

Number 1: maximum force 4.39 eV/A, energy -143170.337 eV. Number 2: maximum force 3.00 eV/A, energy -157437.367 eV. Number 3: maximum force 5.93 eV/A, energy -124698.059 eV. Number 4: maximum force 1.30 eV/A, energy -243975.297 eV.